A molecular structure, C47H63FNO5P2SSbTi, computed with ωB97M-V/def2-TZVPD.

Its expectation value of S² is 0.753. As for the spin multiplicity: 2. As for the charge: -1. The LUMO energy (spin up / spin down) comes out at 0.0881 / 0.0881 Ha. The calculation puts the energy relative to the best compared isomer or geometry (same formula, charge and spin) at 34.6 kcal/mol. The value obtained for the total energy is -123279.491 eV. As for the HOMO energy (spin up / spin down): -4.181 / -4.651 eV.

Last column: Mulliken charge in e.
Cartesian coordinates (Å):
Ti -0.44 -0.90 -0.37  0.583
C 0.70 2.87 -3.35  -1.096
C -0.65 2.19 -3.08  1.154
C -1.80 3.03 -3.65  -1.532
P -0.86 1.62 -1.31  1.874
C -0.61 3.12 -0.22  1.006
C -0.89 4.54 -0.73  -1.597
C -1.37 2.93 1.10  -1.429
C -2.67 1.30 -1.18  -0.547
C -3.65 2.27 -0.96  -0.136
C -4.93 1.95 -0.57  0.763
C -6.01 3.00 -0.44  -1.848
C -5.20 0.61 -0.28  -1.085
C -4.27 -0.37 -0.53  -0.730
C -3.02 -0.05 -1.07  -0.195
N -2.10 -1.03 -1.50  1.165
C -2.59 -2.13 -2.22  -0.494
C -3.87 -2.15 -2.81  -0.668
C -4.35 -3.27 -3.47  -1.097
C -3.58 -4.41 -3.61  0.244
C -4.13 -5.67 -4.25  -1.538
C -2.27 -4.34 -3.17  -0.112
C -1.75 -3.23 -2.50  -0.223
P 0.05 -3.05 -2.18  0.645
C 0.60 -4.76 -1.61  0.823
C 1.02 -5.77 -2.68  -1.461
C -0.42 -5.42 -0.66  -1.719
C 0.57 -3.06 -3.98  0.618
C 2.09 -2.86 -4.06  -1.696
C -0.16 -1.94 -4.72  -1.731
H 0.71 3.26 -4.37  0.529
H 1.53 2.18 -3.25  0.143
H 0.87 3.70 -2.67  0.063
H -0.66 1.23 -3.62  -0.270
H -1.76 4.06 -3.28  0.289
H -2.77 2.60 -3.40  0.204
H -1.71 3.07 -4.74  0.536
H 0.46 3.07 0.02  0.000
H -1.92 4.67 -1.04  0.146
H -0.24 4.84 -1.56  0.361
H -0.70 5.24 0.10  0.480
H -0.94 3.59 1.86  0.306
H -1.33 1.90 1.45  0.213
H -2.43 3.19 0.99  0.499
H -3.41 3.32 -1.12  0.079
H -5.61 4.00 -0.54  0.340
H -6.51 2.93 0.53  0.387
H -6.78 2.86 -1.21  0.346
H -6.17 0.35 0.14  0.381
H -4.49 -1.40 -0.30  0.670
H -4.50 -1.27 -2.75  0.413
H -5.36 -3.25 -3.89  0.295
H -5.20 -5.57 -4.43  0.366
H -3.97 -6.54 -3.61  0.330
H -3.65 -5.87 -5.21  0.317
H -1.62 -5.18 -3.37  0.346
H 1.48 -4.53 -1.00  0.473
H 0.18 -6.08 -3.31  0.163
H 1.40 -6.66 -2.18  0.494
H 1.81 -5.39 -3.33  0.312
H -1.29 -5.78 -1.21  0.335
H -0.75 -4.71 0.09  0.282
H 0.05 -6.27 -0.16  0.453
H 0.29 -4.02 -4.42  0.949
H 2.32 -1.80 -4.04  0.294
H 2.50 -3.29 -4.98  0.388
H 2.61 -3.32 -3.21  0.389
H -0.11 -1.01 -4.14  0.026
H -1.22 -2.18 -4.87  0.249
H 0.29 -1.77 -5.70  0.532
O 2.35 -3.14 0.46  -0.867
S 1.36 -2.20 0.91  1.548
O 1.45 -1.86 2.32  -0.395
O -0.06 -2.63 0.57  -0.235
O 1.47 -0.90 0.05  -0.170
O 1.53 -0.18 -2.51  -0.403
H 1.73 -0.69 -1.70  0.204
H 2.06 0.62 -2.41  0.083
F -1.30 -0.34 1.13  -0.278
C 3.37 1.70 -0.13  -0.993
C 4.07 0.78 0.85  0.802
C 5.35 0.32 0.54  -0.649
C 6.02 -0.55 1.38  -0.891
C 5.41 -0.99 2.55  -0.912
C 4.14 -0.53 2.87  -0.815
C 3.46 0.37 2.05  1.163
Sb 1.41 0.89 2.48  -1.422
C 1.06 0.14 4.48  0.902
C -0.14 -0.57 4.57  -0.702
C -0.56 -1.13 5.77  -0.724
C 0.23 -0.99 6.90  -0.682
C 1.42 -0.28 6.82  -0.699
C 1.85 0.30 5.62  0.896
C 3.12 1.12 5.65  -1.297
C 1.97 2.91 3.22  1.228
C 3.13 3.55 2.77  -0.556
C 3.33 4.92 2.90  -0.958
C 2.36 5.69 3.51  -0.656
C 1.23 5.08 4.03  -0.651
C 1.02 3.70 3.90  0.495
C -0.22 3.10 4.53  -1.518
H 3.54 2.76 0.12  0.411
H 2.29 1.53 -0.12  -0.531
H 3.75 1.54 -1.14  0.464
H 5.82 0.63 -0.39  0.411
H 7.01 -0.91 1.12  0.381
H 5.92 -1.69 3.21  0.424
H 3.64 -0.91 3.76  0.447
H -0.74 -0.71 3.68  0.501
H -1.50 -1.67 5.82  0.434
H -0.07 -1.44 7.84  0.353
H 2.04 -0.17 7.71  0.407
H 3.88 0.63 6.27  0.500
H 2.92 2.11 6.09  0.372
H 3.52 1.29 4.66  -0.126
H 3.91 2.95 2.31  0.570
H 4.24 5.37 2.52  0.429
H 2.48 6.77 3.59  0.364
H 0.49 5.68 4.55  0.366
H 0.05 2.54 5.43  0.313
H -0.71 2.40 3.86  0.161
H -0.93 3.88 4.81  0.454


A gas-phase ion, C5H10N4O (charge +2), computed with ωB97M-V/def2-TZVPD.

As for the spin multiplicity: 1. As for the charge: +2. The LUMO energy comes out at -0.3131 Ha. The calculation puts the energy relative to the best compared isomer or geometry (same formula, charge and spin) at 69.7 kcal/mol. As for the SMILES: [H]/N=C(\C)NC(=[NH2+])[C@@H]1OC1=[NH2+]. The value obtained for the total energy is -13335.265 eV. As for the HOMO energy: -18.669 eV.

Last column: Mulliken charge in e.
Cartesian coordinates (Å):
H 1.26 -2.17 -0.90  0.249
N 0.83 -1.26 -0.88  -0.591
C 1.50 -0.36 -0.36  0.826
C 2.84 -0.44 0.11  -1.630
N 0.87 0.85 -0.05  -0.223
C -0.38 1.19 -0.19  0.597
N -0.98 2.26 0.27  -0.289
C -1.21 0.11 -0.77  -0.249
O -2.66 0.44 -0.65  -0.400
C -2.17 -0.60 0.00  0.564
N -2.54 -1.55 0.75  -0.247
H 3.39 0.41 -0.04  0.469
H 3.36 -1.24 -0.31  0.431
H 2.90 -0.51 1.24  0.387
H 1.62 1.58 0.43  0.396
H -1.98 2.33 0.41  0.225
H -0.45 3.05 0.53  0.248
H -0.74 -0.51 -1.56  0.557
H -1.83 -2.16 1.07  0.292
H -3.61 -1.42 0.89  0.389


A molecular structure, C8H15Li2NO8, computed with ωB97M-V/def2-TZVPD.

Its expectation value of S² is 0.757. As for the spin multiplicity: 2. As for the charge: -1. The LUMO energy (spin up / spin down) comes out at 0.0691 / 0.0294 Ha. The calculation puts the energy relative to the best compared isomer or geometry (same formula, charge and spin) at 0.0 kcal/mol. The value obtained for the total energy is -26821.843 eV. As for the HOMO energy (spin up / spin down): -3.076 / -2.972 eV.

Last column: Mulliken charge in e.
Cartesian coordinates (Å):
Li -1.77 0.60 -0.11  0.744
Li -2.72 -0.64 -2.40  0.900
C -2.70 2.49 -1.48  0.825
O -2.75 3.45 -2.22  -0.522
O -2.85 1.36 -1.94  -0.647
O -2.30 2.62 -0.35  -0.627
C -2.41 -1.65 0.47  0.576
O -2.03 -1.40 -0.68  -0.682
O -2.79 -2.76 0.86  -0.837
O -2.51 -0.70 1.27  -0.802
C 2.19 -2.48 -3.39  -0.748
O 2.31 -1.37 -2.61  -0.383
C 1.19 -1.14 -1.80  -0.348
C 1.39 0.21 -0.97  -0.797
N 0.35 0.42 0.07  0.071
C 0.90 1.54 0.92  -0.841
C 0.34 1.46 2.34  -0.550
O 0.97 0.43 3.11  -0.369
C 0.28 0.18 4.30  -0.726
H 1.25 -2.65 -3.91  0.283
H 2.53 -3.38 -2.86  0.299
H 2.96 -2.41 -4.15  0.285
H 0.99 -2.01 -1.17  0.392
H 0.31 -1.06 -2.44  0.200
H 1.44 1.05 -1.67  0.280
H 2.38 0.19 -0.51  0.358
H 0.32 -0.36 0.72  0.204
H 0.65 2.50 0.46  0.357
H 1.99 1.52 1.01  0.410
H -0.74 1.34 2.35  0.336
H 0.51 2.38 2.89  0.510
H 0.88 -0.52 4.89  0.239
H -0.69 -0.28 4.09  0.314
H 0.14 1.08 4.89  0.296


Copy entry 2 word for word.
A gas-phase ion, C5H10N4O (charge +2), computed with ωB97M-V/def2-TZVPD.

As for the spin multiplicity: 1. As for the charge: +2. The LUMO energy comes out at -0.3131 Ha. The calculation puts the energy relative to the best compared isomer or geometry (same formula, charge and spin) at 69.7 kcal/mol. As for the SMILES: [H]/N=C(\C)NC(=[NH2+])[C@@H]1OC1=[NH2+]. The value obtained for the total energy is -13335.265 eV. As for the HOMO energy: -18.669 eV.

Last column: Mulliken charge in e.
Cartesian coordinates (Å):
H 1.26 -2.17 -0.90  0.249
N 0.83 -1.26 -0.88  -0.591
C 1.50 -0.36 -0.36  0.826
C 2.84 -0.44 0.11  -1.630
N 0.87 0.85 -0.05  -0.223
C -0.38 1.19 -0.19  0.597
N -0.98 2.26 0.27  -0.289
C -1.21 0.11 -0.77  -0.249
O -2.66 0.44 -0.65  -0.400
C -2.17 -0.60 0.00  0.564
N -2.54 -1.55 0.75  -0.247
H 3.39 0.41 -0.04  0.469
H 3.36 -1.24 -0.31  0.431
H 2.90 -0.51 1.24  0.387
H 1.62 1.58 0.43  0.396
H -1.98 2.33 0.41  0.225
H -0.45 3.05 0.53  0.248
H -0.74 -0.51 -1.56  0.557
H -1.83 -2.16 1.07  0.292
H -3.61 -1.42 0.89  0.389


What is the charge in the second record?
+2


charge of number 3 (C8H15Li2NO8)?
-1